Record 1
{
  "formula": "C5H10N2Si",
  "method": "ωB97M-V with the def2-TZVPD basis set",
  "gap_ev": [8.0, 6.1],
  "total_charge": 0,
  "s2": 2.002,
  "spin_multiplicity": 3,
  "e_homo_ev": [-7.275, -8.954],
  "e_tot_ha": -595.37232,
  "e_above_lowest_kcal_mol": 0.0,
  "molar_mass_da": 126.23,
  "species": ["C", "C", "C", "C", "C", "N", "N", "Si", "H", "H", "H", "H", "H", "H", "H", "H", "H", "H"],
  "xyz": [[2.6123, -1.8969, 2.6980], [1.6297, -2.0489, 1.7966], [2.4384, -0.0920, 1.5630], [-2.2725, 2.2937, -3.5671], [-1.4171, -0.3816, 0.3945], [3.1311, -0.5856, 2.5606], [1.4572, -0.8632, 1.0888], [0.4262, -0.2551, -0.3395], [3.1129, -2.4865, 3.5432], [0.9648, -3.0069, 1.7839], [2.4646, 0.9499, 1.0378], [-3.2827, 1.8998, -3.5101], [-1.8606, 2.1117, -2.5576], [-2.2194, 3.3460, -3.6823], [-1.4432, -0.4906, 1.4621], [-1.9012, 0.6740, 0.1174], [-2.1413, -1.0418, 0.0184], [-1.6993, 1.8740, -4.4078]],
  "lowdin_charge": [-0.17, -0.20, -0.35, -0.04, -0.30, 0.04, -0.26, 0.83, 0.12, 0.14, 0.12, 0.02, 0.01, 0.00, 0.00, 0.04, -0.03, 0.03]
}

***

Record 2
{
  "formula": "C19H28BF4O2Pb",
  "method": "ωB97M-V with the def2-TZVPD basis set",
  "gap_ev": 4.2,
  "total_charge": -1,
  "e_homo_ev": -2.482,
  "e_tot_ha": -1508.53205,
  "e_above_lowest_kcal_mol": 52.7,
  "molar_mass_da": 582.44,
  "species": ["O", "C", "C", "H", "H", "C", "H", "H", "C", "H", "H", "H", "C", "H", "H", "H", "Pb", "C", "C", "C", "H", "C", "C", "H", "H", "H", "H", "C", "C", "C", "H", "C", "C", "H", "H", "H", "H", "O", "C", "C", "H", "H", "C", "H", "H", "C", "H", "H", "H", "H", "F", "B", "F", "F", "F"],
  "xyz": [[-0.6862, 1.3911, -1.8416], [-0.7098, 2.8215, -2.2484], [-0.8518, 2.4844, -3.7195], [0.2261, 3.3041, -1.9597], [-1.5769, 3.3351, -1.8097], [-0.6723, 1.0239, -3.2882], [-0.0253, 2.8597, -4.3261], [-1.8375, 2.7291, -4.1175], [0.6722, 0.4870, -3.7123], [1.4854, 1.0564, -3.2529], [0.7704, 0.5563, -4.8012], [0.7733, -0.5637, -3.4303], [-1.8184, 0.1025, -3.6524], [-2.7815, 0.4484, -3.2614], [-1.6127, -0.9113, -3.2894], [-1.8989, 0.0369, -4.7434], [-0.8953, 0.7986, 0.3040], [-2.7694, -0.4032, 2.6408], [-2.9961, 0.9902, 2.8201], [-3.6182, 1.5011, 1.6475], [-2.7749, 1.5623, 3.7175], [-3.7804, 0.4159, 0.7321], [-3.2493, -0.7676, 1.3540], [-3.2634, -1.7771, 0.9365], [-2.3528, -1.0757, 3.3926], [-3.9577, 2.5270, 1.5108], [-4.2766, 0.4709, -0.2367], [1.6872, -1.1744, 4.0511], [0.7539, -2.2084, 3.7447], [1.3464, -3.0642, 2.7719], [-0.2397, -2.3137, 4.1669], [2.6492, -2.5557, 2.4716], [2.8571, -1.3864, 3.2606], [3.7448, -0.7567, 3.2600], [1.5218, -0.3572, 4.7434], [0.9057, -3.9622, 2.3435], [3.3546, -2.9822, 1.7637], [2.8218, -1.6969, -2.0869], [1.5951, -2.3080, -1.6499], [0.9887, -1.5143, -0.4814], [1.7939, -3.3677, -1.3927], [0.8874, -2.3172, -2.5009], [1.9728, -0.3452, -0.2428], [0.9408, -2.1660, 0.3916], [-0.0434, -1.2775, -0.7781], [3.0684, -0.5015, -1.3272], [2.4535, -0.4357, 0.7315], [1.5843, 0.6846, -0.3157], [4.1002, -0.5367, -0.9211], [2.9987, 0.3728, -2.0119], [-0.0740, 2.7266, 1.6169], [0.1730, 2.1749, 2.9982], [0.0149, 0.7327, 2.8381], [1.4562, 2.4790, 3.3821], [-0.8354, 2.6535, 3.8078]],
  "lowdin_charge": [-0.37, -0.12, -0.07, 0.13, 0.13, -0.53, 0.12, 0.12, 0.00, 0.09, 0.11, 0.07, 0.00, 0.10, 0.09, 0.10, 1.71, -0.16, -0.17, -0.21, 0.09, -0.29, -0.24, 0.08, 0.09, 0.08, 0.06, -0.20, -0.20, -0.24, 0.05, -0.25, -0.22, 0.06, 0.07, 0.05, 0.05, -0.15, -0.19, -0.19, 0.13, 0.09, -0.17, 0.09, 0.03, -0.18, 0.10, 0.06, 0.13, 0.09, -0.11, -1.20, -0.01, 0.15, 0.13]
}

***

Record 3
{
  "formula": "H25O13",
  "method": "ωB97M-V with the def2-TZVPD basis set",
  "gap_ev": 9.2,
  "total_charge": -1,
  "e_homo_ev": -6.703,
  "e_tot_ha": -993.06913,
  "e_above_lowest_kcal_mol": 105.8,
  "molar_mass_da": 233.19,
  "species": ["O", "H", "H", "O", "H", "H", "O", "H", "O", "H", "H", "O", "H", "H", "O", "H", "H", "O", "H", "H", "O", "H", "H", "O", "H", "H", "O", "H", "H", "O", "H", "H", "O", "H", "H", "O", "H", "H"],
  "xyz": [[2.7034, 0.8078, 1.6822], [-0.3866, 1.6530, -1.1462], [-2.7929, -2.0667, 2.4367], [-2.3852, -0.7134, 3.8878], [-2.1849, -0.2726, 3.0434], [-1.5890, -0.7759, 0.0508], [-2.7177, -2.8719, 1.8109], [-2.6085, -2.5696, 0.9131], [-0.4980, -3.9748, -1.5688], [-0.2532, -3.4048, -0.8069], [-0.9876, -3.5670, -2.1821], [-2.6068, 1.8644, -2.7966], [2.6184, 0.4288, 0.8299], [-1.9999, 1.6879, -3.5758], [1.7451, -1.8675, 2.9503], [2.3136, -1.4177, 3.3881], [1.4199, -1.5219, 2.1203], [-1.2982, -0.8611, 1.0297], [2.1781, 0.3759, -1.8043], [1.7935, 3.6566, 0.2194], [-0.5413, 0.9850, -0.5562], [-2.8872, 0.9521, -2.7900], [-0.9037, -0.0091, 1.2217], [2.4112, 3.3314, -0.3730], [-1.4899, -0.6723, 4.2479], [1.5858, -0.8991, -0.0771], [-0.9074, 0.0992, -3.6327], [0.1213, 0.3094, -3.4991], [-1.0449, 0.7425, -4.3430], [-0.0708, 1.4395, 1.7768], [-0.7009, 2.0511, 2.1082], [2.8543, 2.5534, -0.0968], [1.5042, -0.5503, -0.8994], [3.0599, 1.6927, -2.3696], [-0.3807, 1.1431, 0.4548], [2.4401, 0.8599, -2.7532], [0.6535, 0.0700, -0.6521], [1.8331, 1.3118, 1.7511]],
  "lowdin_charge": [-0.08, 0.01, 0.03, -0.07, 0.02, 0.10, -0.12, -0.01, -0.01, 0.06, -0.05, -0.09, -0.03, 0.02, 0.03, -0.08, 0.02, -0.11, 0.01, 0.00, -0.09, 0.02, -0.05, -0.01, 0.05, -0.03, -0.11, 0.11, 0.02, -0.32, -0.04, -0.01, -0.07, 0.10, -0.05, -0.25, 0.06, 0.03]
}

***

Record 4
{
  "formula": "C45H76As2N3OP2SSi3Ti",
  "method": "ωB97M-V with the def2-TZVPD basis set",
  "gap_ev": 6.9,
  "total_charge": 3,
  "e_homo_ev": -15.169,
  "e_tot_ha": -9269.54181,
  "e_above_lowest_kcal_mol": 0.0,
  "molar_mass_da": 1051.11,
  "species": ["Ti", "C", "C", "P", "C", "C", "C", "C", "C", "C", "C", "C", "C", "C", "C", "C", "P", "C", "C", "C", "C", "C", "C", "C", "C", "C", "C", "C", "C", "H", "H", "H", "H", "H", "H", "H", "H", "H", "H", "H", "H", "H", "H", "H", "H", "H", "H", "H", "H", "H", "H", "H", "H", "C", "N", "C", "C", "C", "N", "C", "C", "H", "H", "H", "H", "H", "H", "H", "H", "H", "H", "H", "H", "H", "H", "H", "H", "O", "C", "N", "C", "As", "C", "C", "S", "H", "H", "H", "H", "H", "H", "H", "H", "H", "C", "Si", "C", "C", "As", "Si", "C", "C", "C", "Si", "C", "C", "C", "H", "H", "H", "H", "H", "H", "H", "H", "H", "H", "H", "H", "H", "H", "H", "H", "H", "H", "H", "H", "H", "H", "H", "H", "H", "H", "H"],
  "xyz": [[0.4972, 0.2165, -0.5488], [-2.0802, -1.3632, 1.6342], [-0.9992, -1.8077, 2.6283], [-0.0680, -0.5008, 3.5436], [1.1977, -1.5137, 4.3908], [1.1285, -2.8953, 4.5628], [2.1283, -3.5728, 5.2491], [3.2055, -2.8771, 5.7783], [3.2807, -1.4996, 5.6233], [2.2865, -0.8268, 4.9298], [-1.1147, 0.0113, 4.9369], [-0.9743, 1.3168, 5.3979], [-1.6814, 1.7527, 6.5089], [-2.5522, 0.8872, 7.1540], [-2.7026, -0.4180, 6.6988], [-1.9757, -0.8586, 5.6039], [-1.8206, 0.2000, 0.7334], [-3.1698, 0.2303, -0.4870], [-3.2482, 1.3394, -1.3284], [-4.3686, 1.5406, -2.1195], [-5.4103, 0.6248, -2.0948], [-5.3320, -0.4910, -1.2727], [-4.2237, -0.6845, -0.4623], [-2.3680, 1.5537, 1.8159], [-3.2515, 1.3099, 2.8664], [-3.8437, 2.3666, 3.5416], [-3.5710, 3.6753, 3.1741], [-2.7097, 3.9272, 2.1146], [-2.1196, 2.8719, 1.4371], [-3.0525, -1.2960, 2.1243], [-2.1886, -2.1082, 0.8453], [-0.2054, -2.3185, 2.0740], [-1.4372, -2.5397, 3.3101], [0.2770, -3.4566, 4.1999], [2.0551, -4.6432, 5.3921], [3.9771, -3.4042, 6.3229], [4.1100, -0.9511, 6.0499], [2.3467, 0.2527, 4.8248], [-0.3113, 2.0024, 4.8814], [-1.5580, 2.7661, 6.8675], [-3.1076, 1.2237, 8.0194], [-3.3724, -1.0952, 7.2120], [-2.0779, -1.8902, 5.2863], [-2.4496, 2.0739, -1.3403], [-4.4336, 2.4184, -2.7492], [-6.2899, 0.7875, -2.7034], [-6.1484, -1.2002, -1.2428], [-4.2069, -1.5453, 0.1913], [-3.4942, 0.3085, 3.1898], [-4.5226, 2.1595, 4.3578], [-4.0437, 4.4960, 3.6970], [-2.5175, 4.9445, 1.7980], [-1.5108, 3.0885, 0.5734], [2.7437, -0.9648, 1.3458], [2.5505, 0.0107, 0.2411], [3.3656, -0.4401, -0.9105], [3.1109, 1.3209, 0.6599], [2.2907, 1.9860, 1.7586], [1.6900, 3.2832, 1.3643], [2.7135, 4.3143, 1.0419], [0.8557, 3.7798, 2.4985], [3.8024, -0.9974, 1.6178], [2.4212, -1.9470, 1.0146], [2.1630, -0.6693, 2.2161], [4.4161, -0.5089, -0.6128], [3.2778, 0.2842, -1.7169], [3.0204, -1.4153, -1.2460], [3.1534, 1.9375, -0.2348], [4.1447, 1.1660, 0.9809], [2.9021, 2.1618, 2.6447], [1.4641, 1.3460, 2.0731], [3.3013, 4.5187, 1.9352], [2.2047, 5.2194, 0.7246], [3.3684, 3.9741, 0.2434], [0.1322, 3.0147, 2.7739], [0.3395, 4.6829, 2.1872], [1.5045, 4.0044, 3.3443], [0.4252, 4.2642, -0.3485], [0.8130, 3.2112, 0.0480], [0.6346, 1.9582, -0.3052], [0.4578, -5.4373, -1.7530], [0.1996, -4.3296, -0.2147], [1.5157, -4.8184, 1.0959], [-1.5323, -4.7426, 0.4955], [0.3764, -2.3004, -0.8861], [0.3250, -6.4739, -1.4426], [1.4645, -5.2918, -2.1392], [-0.2755, -5.1787, -2.5140], [1.6477, -5.8994, 1.0513], [1.1733, -4.5279, 2.0877], [2.4595, -4.3266, 0.8722], [-1.5639, -5.8119, 0.7069], [-2.2919, -4.4890, -0.2418], [-1.6901, -4.1894, 1.4161], [2.0621, -0.5349, -6.2176], [2.3093, -0.9821, -4.4219], [4.0817, -0.5528, -4.0188], [2.0041, -2.7856, -4.0510], [0.5940, 0.2736, -3.1751], [0.9182, 2.5713, -3.8647], [-0.5414, 3.5766, -3.3011], [2.5140, 3.1184, -3.0606], [1.1014, 2.7014, -5.7080], [-1.3929, -0.5979, -4.3567], [-2.3986, 0.9025, -4.7877], [-0.9844, -1.5044, -5.9292], [-2.2262, -1.8317, -3.2415], [1.9743, -1.4512, -6.8060], [2.9449, 0.0003, -6.5723], [1.1958, 0.0818, -6.4335], [4.6588, -0.9402, -4.8650], [4.4810, -1.0301, -3.1269], [4.2825, 0.5182, -3.9760], [2.5129, -3.3833, -4.8127], [0.9467, -3.0514, -4.0566], [2.4158, -3.0574, -3.0772], [-0.8980, 3.3244, -2.3048], [-1.3657, 3.4858, -4.0090], [-0.2421, 4.6281, -3.2799], [2.4985, 3.0480, -1.9731], [2.6890, 4.1662, -3.3197], [3.3668, 2.5488, -3.4343], [0.2434, 2.3208, -6.2634], [2.0058, 2.2320, -6.0905], [1.1741, 3.7723, -5.9258], [-2.4548, 1.6336, -3.9868], [-3.4185, 0.5903, -5.0293], [-1.9834, 1.3851, -5.6749], [-0.6621, -0.8679, -6.7498], [-1.9495, -1.9351, -6.2231], [-0.2864, -2.3338, -5.8257], [-2.3765, -1.4923, -2.2200], [-1.6412, -2.7538, -3.2220], [-3.2054, -2.0605, -3.6727]],
  "lowdin_charge": [0.44, -0.40, -0.41, 1.06, -0.39, -0.10, -0.06, -0.05, -0.06, -0.11, -0.39, -0.12, -0.06, -0.05, -0.05, -0.08, 1.01, -0.36, -0.10, -0.06, -0.04, -0.04, -0.09, -0.35, -0.08, -0.04, -0.04, -0.05, -0.13, 0.09, 0.04, 0.03, 0.07, 0.09, 0.11, 0.12, 0.12, 0.10, 0.08, 0.12, 0.12, 0.12, 0.10, 0.08, 0.12, 0.12, 0.12, 0.10, 0.10, 0.12, 0.12, 0.12, 0.07, -0.06, -0.34, -0.12, -0.16, -0.12, -0.23, 0.03, 0.03, 0.12, 0.05, 0.03, 0.12, 0.05, 0.05, 0.10, 0.15, 0.15, 0.06, 0.12, 0.12, 0.11, 0.08, 0.12, 0.12, 0.14, -0.58, -0.05, -0.22, 0.82, -0.21, -0.21, 0.23, 0.06, 0.05, 0.05, 0.06, 0.03, 0.04, 0.07, 0.06, 0.02, -0.20, 0.36, -0.20, -0.23, 0.83, 0.32, -0.20, -0.19, -0.19, 0.35, -0.20, -0.19, -0.22, 0.06, 0.05, 0.00, 0.06, 0.02, 0.03, 0.06, 0.01, 0.00, -0.01, 0.03, 0.06, -0.01, 0.06, 0.03, 0.03, 0.03, 0.06, -0.01, 0.06, 0.04, 0.04, 0.06, 0.03, -0.02, 0.01, 0.06]
}

***

Record 5
{
  "formula": "C3H6ClNO",
  "method": "ωB97M-V with the def2-TZVPD basis set",
  "gap_ev": 11.0,
  "total_charge": 0,
  "e_homo_ev": -10.111,
  "e_tot_ha": -708.02468,
  "e_above_lowest_kcal_mol": 56.1,
  "molar_mass_da": 107.54,
  "species": ["C", "C", "C", "Cl", "N", "O", "H", "H", "H", "H", "H", "H"],
  "xyz": [[0.1746, -1.3810, 0.7398], [0.1764, -0.1449, -0.1209], [-0.7176, 1.0151, 0.2156], [-2.2276, 0.5375, 1.0812], [1.0161, -0.2212, -1.0546], [0.9594, 1.0960, -1.7049], [-0.0788, -1.2281, 1.7992], [-0.5912, -2.1688, 0.4566], [1.1882, -1.7380, 0.8760], [-0.3349, 1.7788, 0.8571], [-1.1709, 1.4753, -0.7153], [1.6062, 0.9794, -2.4298]],
  "lowdin_charge": [-0.09, -0.43, -0.49, 0.55, 0.08, -0.11, 0.06, 0.10, 0.07, 0.07, 0.09, 0.09]
}

***

Record 6
{
  "formula": "C9H14O",
  "method": "ωB97M-V with the def2-TZVPD basis set",
  "gap_ev": 9.4,
  "total_charge": 0,
  "e_homo_ev": -8.527,
  "e_tot_ha": -426.54513,
  "e_above_lowest_kcal_mol": 17.4,
  "molar_mass_da": 138.21,
  "species": ["C", "C", "C", "C", "C", "O", "C", "C", "H", "H", "H", "H", "H", "H", "H", "H", "C", "C", "H", "H", "H", "H", "H", "H"],
  "xyz": [[0.1965, -2.9851, -0.8852], [0.0690, -1.9168, 0.2177], [-1.0641, -1.9758, 1.0203], [-1.0976, -1.2190, 2.2020], [-0.1962, -0.1883, 2.3615], [-0.2210, 0.6302, 3.4807], [0.9937, -0.1852, 1.6327], [1.1228, -1.0819, 0.5880], [1.0860, -2.7004, -1.4532], [-0.6290, -2.8577, -1.5704], [0.2370, -3.9538, -0.4271], [-1.9036, -2.6297, 0.8186], [-2.0155, -1.3634, 2.7646], [-1.1322, 0.7884, 3.7154], [1.7734, 0.5556, 1.7618], [1.9704, -1.0581, -0.0744], [0.2239, 2.8723, -2.7530], [-0.0083, 2.5986, -1.2791], [-0.1274, 2.0726, -3.3983], [-0.3199, 3.7416, -3.1291], [1.2343, 3.1906, -3.0141], [-0.4555, 3.4780, -0.8094], [0.9030, 2.4476, -0.6996], [-0.6398, 1.7398, -1.0701]],
  "lowdin_charge": [-0.04, -0.28, -0.05, -0.03, -0.32, 0.03, -0.02, -0.05, 0.07, 0.07, 0.07, 0.11, 0.11, 0.09, 0.12, 0.11, -0.18, -0.17, 0.06, 0.06, 0.06, 0.06, 0.06, 0.06]
}

***

Record 7
{
  "formula": "C4H8NO2",
  "method": "ωB97M-V with the def2-TZVPD basis set",
  "gap_ev": 6.4,
  "total_charge": -1,
  "e_homo_ev": -2.775,
  "e_tot_ha": -362.30155,
  "e_above_lowest_kcal_mol": 139.7,
  "molar_mass_da": 102.11,
  "species": ["O", "C", "C", "C", "C", "O", "N", "H", "H", "H", "H", "H", "H", "H", "H"],
  "xyz": [[2.9010, -0.1287, -0.8112], [1.8391, 0.1954, -1.2939], [0.5472, 0.1013, -0.5707], [0.0534, 0.9377, 0.5301], [-1.5063, 0.8332, 0.7834], [-1.9090, 1.7558, 1.6352], [0.2041, -1.0890, -0.9825], [1.8051, 0.5848, -2.3257], [-0.5154, -2.3592, 1.3666], [0.2149, 1.9525, 0.1739], [0.5619, 0.6753, 1.4656], [-1.9766, 0.9169, -0.2372], [-1.6649, -0.2396, 1.0673], [-0.4052, -1.2677, -1.7579], [-0.1493, -2.8687, 0.9571]],
  "lowdin_charge": [0.00, -0.30, -0.33, -0.14, -0.57, -0.34, 0.11, 0.11, 0.01, 0.11, 0.13, 0.08, 0.06, 0.06, 0.01]
}

***

Record 8
{
  "formula": "C7H14IO3P",
  "method": "ωB97M-V with the def2-TZVPD basis set",
  "gap_ev": 4.8,
  "total_charge": -2,
  "e_homo_ev": 0.191,
  "e_tot_ha": -1139.90299,
  "e_above_lowest_kcal_mol": 18.7,
  "molar_mass_da": 304.06,
  "species": ["C", "C", "C", "C", "C", "C", "C", "O", "O", "O", "P", "I", "H", "H", "H", "H", "H", "H", "H", "H", "H", "H", "H", "H", "H", "H"],
  "xyz": [[0.6508, -0.5193, 1.9593], [-0.1647, 1.7770, 1.5521], [0.8709, -0.8059, -1.2140], [-1.2150, -0.4488, -2.4383], [-0.4810, 0.3592, 1.5534], [-0.4118, -0.0094, -1.1994], [-1.1941, -0.2290, 0.0999], [-0.7652, -2.9878, 0.0516], [-2.1877, -2.0548, 1.8422], [-3.0379, -2.0944, -0.6251], [-1.8784, -2.0340, 0.3992], [-3.0734, 0.8307, -0.0122], [0.4122, -1.4542, 1.5574], [1.6195, -0.1277, 1.5514], [0.6944, -0.4767, 3.0422], [0.9134, 1.9426, 1.6490], [-0.6390, 2.1324, 2.4258], [-0.5650, 2.2585, 0.6317], [0.7402, -1.9591, -1.2058], [1.5631, -0.4231, -0.5216], [1.1772, -0.6972, -2.2321], [-0.5292, -0.4135, -3.3493], [-1.8624, 0.3248, -2.7665], [-1.7661, -1.4628, -2.2813], [-1.4145, -0.0610, 2.1228], [-0.1551, 0.9831, -1.2215]],
  "lowdin_charge": [-0.12, -0.16, -0.11, -0.15, -0.50, -0.51, -0.68, -0.44, -0.42, -0.56, -0.03, 0.82, 0.03, 0.07, 0.07, 0.06, 0.05, 0.04, 0.11, 0.03, 0.03, 0.07, 0.00, 0.10, 0.10, 0.07]
}